No. 1
{"formula": "C12H15N3O4", "method": "ωB97M-V/def2-TZVPD", "elements": ["C", "C", "O", "C", "C", "N", "C", "C", "C", "C", "C", "O", "H", "H", "H", "H", "H", "H", "H", "H", "H", "H", "H", "H", "C", "C", "O", "O", "C", "N", "N", "H", "H", "H"], "positions_angstrom": [[-2.14166, 1.46520, 4.11256], [-2.18035, 0.49895, 2.96246], [-2.17299, 1.29784, 1.75811], [-2.31567, 0.50668, 0.65306], [-2.10759, 1.22486, -0.55291], [-2.16240, 0.61659, -1.78340], [-2.62253, -0.67776, -1.95158], [-2.61416, -1.27096, -3.19447], [-2.19024, -0.55825, -4.31561], [-1.78331, 0.76834, -4.13876], [-1.78417, 1.34924, -2.89431], [-2.57827, -0.69909, 0.78922], [-1.94827, 0.92076, 5.03623], [-1.36445, 2.22135, 3.98013], [-3.11137, 1.95842, 4.22109], [-1.29586, -0.15235, 2.95477], [-3.08962, -0.11288, 2.99461], [-1.82363, 2.27117, -0.50054], [-2.92191, -1.18977, -1.04984], [-2.94676, -2.30194, -3.24129], [-2.18510, -1.02451, -5.29708], [-1.45474, 1.37146, -4.98121], [-1.48284, 2.37113, -2.67806], [3.00104, -2.49120, 0.06224], [3.02574, -1.42878, 0.30138], [4.27855, -0.79247, 0.64671], [4.38837, 0.40149, 0.91246], [5.32592, -1.66088, 0.64372], [6.60964, -1.09332, 0.95907], [1.93864, -0.66792, 0.28761], [0.88858, -0.19917, 0.20058], [7.29973, -1.93638, 0.92929], [6.90717, -0.34396, 0.21550], [6.61451, -0.64188, 1.95829]], "homo_lumo_gap_ev": 7.25, "e_above_lowest_kj_mol": 0.0}

---

No. 2
{"formula": "C27H49Cl2N5OSbTi", "method": "ωB97M-V/def2-TZVPD", "elements": ["Ti", "N", "C", "C", "N", "C", "C", "N", "C", "C", "N", "H", "H", "H", "H", "H", "H", "H", "H", "H", "H", "H", "H", "H", "H", "H", "H", "H", "H", "Cl", "C", "C", "C", "Cl", "C", "C", "C", "C", "N", "C", "C", "O", "H", "H", "H", "H", "C", "C", "C", "C", "Sb", "C", "C", "C", "C", "C", "C", "C", "C", "H", "H", "H", "H", "H", "H", "H", "H", "H", "H", "H", "H", "H", "H", "H", "H", "H", "H", "H", "H", "H", "H", "H", "H", "H", "H", "H"], "positions_angstrom": [[-2.90557, -1.87673, -1.59756], [-0.89211, -1.20564, -0.79147], [0.17375, -1.89986, -1.62537], [-0.14082, -3.35360, -1.67063], [-1.62497, -3.70462, -1.78888], [-2.05242, -4.70572, -0.76457], [-2.40199, -4.08458, 0.56781], [-3.27348, -2.91833, 0.31698], [-1.97155, -4.23959, -3.12408], [-3.47935, -4.25601, -3.45011], [-4.25747, -3.09555, -2.89937], [-0.76323, -0.16618, -0.85216], [-0.69924, -1.49464, 0.17733], [1.20216, -1.72215, -1.24967], [0.15503, -1.50828, -2.64441], [0.29026, -3.93765, -0.86476], [0.25863, -3.73115, -2.60448], [-1.27203, -5.46227, -0.68543], [-2.94140, -5.24963, -1.12643], [-1.51630, -3.84070, 1.22445], [-2.94686, -4.80657, 1.17142], [-3.14293, -2.22424, 1.09471], [-4.26370, -3.14096, 0.25814], [-1.55949, -5.23354, -3.47005], [-1.41252, -3.56419, -3.83117], [-3.97715, -5.12619, -3.11273], [-3.46329, -4.32045, -4.51413], [-5.28163, -3.30200, -2.79058], [-4.33082, -2.39107, -3.67193], [-1.72577, -0.84357, -6.26682], [-2.09000, 0.30346, -5.00117], [-1.93590, 1.69339, -5.22894], [-2.21459, 2.54615, -4.19596], [-1.86077, 4.23631, -4.32173], [-2.69853, 2.09109, -2.88003], [-2.86051, 2.84452, -1.73874], [-3.25200, 2.24382, -0.54102], [-3.48131, 0.89076, -0.40166], [-3.31312, 0.07695, -1.48432], [-2.91627, 0.64653, -2.68389], [-2.38518, -0.20602, -3.72117], [-2.30820, -1.51076, -3.46152], [-1.59832, 2.03895, -6.21516], [-2.55422, 3.94388, -1.76985], [-3.27056, 2.87401, 0.39827], [-3.91049, 0.45062, 0.52016], [0.25498, 2.21587, 4.21190], [1.08955, 3.16202, 3.35477], [0.24816, 3.64011, 2.23431], [1.72564, 4.24540, 4.17579], [2.76645, 1.97152, 2.43386], [3.36538, 2.34216, 0.17948], [3.94455, 3.73219, 0.47269], [4.37207, 1.32570, -0.26556], [2.14228, 2.25112, -0.67091], [3.41925, -0.04389, 3.40127], [4.02567, 0.44894, 4.75502], [2.08136, -0.84500, 3.48243], [4.46552, -0.69908, 2.57083], [-0.49696, 2.84293, 4.77862], [0.79491, 1.65186, 4.98542], [-0.36226, 1.47502, 3.68255], [-0.19326, 4.64603, 2.44189], [-0.56254, 2.91997, 2.02374], [0.75855, 3.86106, 1.33218], [0.94668, 4.79226, 4.77257], [2.16716, 5.01142, 3.52076], [2.43754, 3.81748, 4.92404], [4.66001, 3.70808, 1.36278], [3.15229, 4.49747, 0.70507], [4.45733, 4.10157, -0.44284], [5.18508, 1.10199, 0.43244], [4.83359, 1.53445, -1.29335], [3.77572, 0.42298, -0.39396], [1.35572, 3.04468, -0.55403], [1.52450, 1.30997, -0.52036], [2.46104, 2.28132, -1.73813], [3.27828, 1.10550, 5.25206], [5.01607, 0.92014, 4.48632], [4.28538, -0.53297, 5.37858], [1.16283, -0.24687, 3.57456], [2.03749, -1.50853, 4.38032], [1.98551, -1.54894, 2.60766], [5.29921, -0.08141, 2.31240], [3.98998, -1.20259, 1.73794], [5.01549, -1.42992, 3.22756]], "homo_lumo_gap_ev": [2.62, 2.77], "spin_multiplicity": 2, "total_charge": 2, "s_squared": 0.753, "e_above_lowest_kj_mol": 105.5}

---

No. 3
{"formula": "C3H5F2NO", "method": "ωB97M-V/def2-TZVPD", "elements": ["C", "C", "F", "F", "H", "H", "C", "N", "O", "H", "H", "H"], "positions_angstrom": [[-0.45790, 1.11228, -1.08810], [-1.15606, 0.05138, -0.81939], [-2.25673, -0.17361, -0.03138], [-0.88601, -1.08584, -1.50949], [0.23871, 1.09925, -1.88971], [-0.59906, 2.05067, -0.58193], [0.80014, -1.19483, 0.64636], [0.19090, -0.63905, 1.57997], [0.61862, 0.53333, 2.02828], [1.82093, -0.85145, 0.24159], [0.30537, -1.86175, 0.01090], [1.38108, 0.95962, 1.41290]], "homo_lumo_gap_ev": 10.44, "smiles": "C=C(F)F.C=NO", "e_above_lowest_kj_mol": 411.3}

---

No. 4
{"formula": "C2H2O4S", "method": "ωB97M-V/def2-TZVPD", "elements": ["C", "C", "O", "O", "O", "O", "S", "H", "H"], "positions_angstrom": [[1.21461, 0.07899, -0.05014], [0.00140, -0.50559, -0.14251], [-2.59042, 0.95240, -0.27413], [-2.54995, -1.53333, 0.04038], [1.96720, 1.19139, -0.11444], [1.82343, 2.47708, 0.20348], [-1.92259, -0.26354, 0.22016], [1.85454, -0.80456, 0.04907], [0.20178, -1.59284, 0.06814]], "homo_lumo_gap_ev": [8.66, 7.23], "e_above_lowest_kj_mol": 715.7}

---

No. 5
{"formula": "C7H12N2S", "method": "ωB97M-V/def2-TZVPD", "elements": ["C", "C", "C", "C", "C", "C", "C", "N", "N", "S", "H", "H", "H", "H", "H", "H", "H", "H", "H", "H", "H", "H"], "positions_angstrom": [[-2.93835, -0.06182, -0.76154], [-0.23908, -0.96350, 1.52131], [-1.42414, -1.81596, 1.30610], [-0.66826, -1.26769, 0.13770], [-0.46055, 2.44772, -0.92592], [2.03409, -1.48397, -0.84698], [-1.54193, 0.30089, -0.80550], [-4.01393, -0.47744, -0.69927], [-1.08822, 1.42958, -0.13946], [0.32802, -2.16007, -0.96440], [-0.32826, 0.13549, 1.71367], [0.51817, -1.39613, 2.10414], [-1.32137, -2.94235, 1.37277], [-2.41958, -1.35430, 1.72108], [-1.16443, 2.92442, -1.57198], [0.05228, 3.16150, -0.20126], [0.49884, 1.98395, -1.34093], [2.29651, -0.96641, -1.84966], [2.68064, -2.27574, -0.58774], [2.15395, -0.77630, 0.09750], [-1.30633, 0.20834, -1.79342], [-1.81899, 1.87726, 0.45387]], "homo_lumo_gap_ev": 8.65, "e_above_lowest_kj_mol": 427.3}